Below is the ion C9H14Br2ClF3N5O6P2 with charge +1 at a distorted geometry, with properties calculated with ωB97M-V with the def2-TZVPD basis set.

```
42
C9H14Br2ClF3N5O6P2, DFT ωB97M-V with the def2-TZVPD basis set
Br -0.5155 -5.1410 -1.8472
Br -0.8845 3.0446 1.2024
Cl -0.0322 -2.4415 2.8480
P 2.1153 -0.3412 3.0917
P -3.0524 0.7221 0.4725
F 0.8834 1.1991 -4.9141
F 2.6945 3.5137 -3.2177
F 2.9149 -0.1024 -3.9600
O -1.0532 -3.1705 -3.8696
O -4.0589 -0.6503 -0.0382
O -3.5350 2.0484 -0.5840
O 0.7954 0.7973 0.9911
O 3.0183 -1.5048 2.1599
O 1.9579 -0.7352 4.7923
N -3.4010 0.9570 2.0330
N -0.9731 -2.1023 -0.1521
N -1.3869 0.3098 0.0854
N 3.0121 1.0454 3.0539
N -0.5500 -0.9826 2.1423
C -0.9451 -1.0361 0.7029
C -1.3593 -2.0002 -1.6217
C 0.4260 0.1633 2.2703
C -0.3636 1.3700 0.2913
C -0.9926 -3.3208 -2.5195
C 1.8520 1.6639 -1.3389
C 0.1951 1.7978 -1.2264
C 2.0052 1.0716 -3.9442
C 2.2271 2.1409 -2.8961
H -2.4845 0.8656 2.5521
H 3.2476 1.3066 4.0576
H -0.3765 1.2189 -2.0680
H -0.0592 0.9220 3.0541
H 2.9658 -1.2881 1.1727
H 2.3884 -1.6413 4.9864
H -2.4977 -1.7667 -1.8043
H 2.4047 2.3374 -0.5452
H -0.7670 -1.0889 -2.1156
H -0.7190 -3.0467 0.2026
H -0.0251 2.9595 -1.3617
H -3.3270 1.7631 -1.5234
H -3.9346 -1.3964 0.6193
H 2.1901 0.5390 -1.2337
```

Results
HOMO energy	-11.6	eV
structure (SMILES)	N=P(O)(O)[C@H]1O[C@@](Br)(CCC(F)=C(F)F)N(P(=N)(O)O)C(NCC(=O)Br)=[N+]1Cl
net charge	+1
HOMO-LUMO gap	6.14	eV
E_tot	-208613.965	eV

Per-atom natural (NBO) charges, elementary charge units: 0.098 0.134 0.246 2.020 2.193 -0.318 -0.313 -0.309 -0.461 -0.956 -0.889 -0.539 -0.952 -0.925 -1.191 -0.533 -0.871 -1.261 -0.453 0.744 -0.347 -0.091 0.366 0.417 -0.466 -0.450 0.632 0.292 0.367 0.402 0.230 0.285 0.517 0.520 0.309 0.277 0.287 0.468 0.266 0.504 0.510 0.241